[1]
DFT (the ωB97M-V functional and the def2-TZVPD basis) results for a 3-piece molecular cluster, C29H62F2N7O4P2Si overall at a distorted geometry.

The LUMO energy is 0.4 eV. The energy above the lowest of the compared OMol25 structures with the same formula, charge and spin is 457.0 kcal/mol. The electronic energy is -81571.781 eV. The charge is -1. The strongest force on any atom is 7.5 eV Å⁻¹. The value obtained for the molecular weight is 700.890 g/mol.

Geometry (Å):
C (-2.39212, -0.51647, 5.23358)
C (-2.43221, -0.19569, 3.59986)
C (-0.92562, 0.16282, 2.98999)
C (-0.99328, 1.71331, 2.44940)
C (0.34508, 2.20192, 1.62656)
N (0.74762, 1.08399, 0.69040)
C (-0.16284, 3.45400, 0.64540)
O (-0.38395, 4.69886, 1.12874)
O (-0.42419, 3.16198, -0.80198)
C (1.57516, 2.73166, 2.61011)
F (2.38012, 3.73519, 1.82295)
F (1.05736, 3.39882, 3.85015)
C (2.60916, 1.51824, 2.99199)
C (3.90903, 1.97948, 3.89385)
Si (5.32704, 0.70142, 3.45383)
C (6.41587, 1.38084, 2.01876)
C (4.60651, -1.02349, 2.86259)
C (6.26364, 0.35524, 5.09989)
C (7.34409, -0.88812, 5.14045)
C (8.20676, -1.35407, 6.46615)
C (7.95134, -0.49777, 7.87410)
C (6.87248, 0.75479, 7.83490)
C (6.01791, 1.21669, 6.49141)
H (-2.07347, 0.48716, 5.74897)
H (-3.51394, -0.74429, 5.55904)
H (-1.67582, -1.40491, 5.49979)
H (-2.89556, -1.11585, 3.02753)
H (-3.18192, 0.71094, 3.45564)
H (-0.10659, -0.01862, 3.81365)
H (-0.72733, -0.60588, 2.10290)
H (-1.92846, 1.76624, 1.71608)
H (-1.26083, 2.40535, 3.36121)
H (-0.07001, 0.55803, 0.30718)
H (1.38756, 1.42769, -0.06002)
H (2.07680, 0.61827, 3.52289)
H (3.06062, 1.11760, 1.96172)
H (4.20794, 3.09236, 3.66783)
H (3.65777, 1.78915, 5.03101)
H (7.17532, 0.59920, 1.57023)
H (7.00755, 2.35665, 2.27729)
H (5.67747, 1.65505, 1.12168)
H (3.53808, -1.14141, 3.35307)
H (4.52936, -0.95474, 1.69180)
H (5.34341, -1.89406, 3.19298)
H (7.50332, -1.51127, 4.15480)
H (8.94388, -2.28893, 6.41035)
H (8.53529, -0.83279, 8.83692)
H (6.65683, 1.36756, 8.82706)
H (5.25391, 2.11897, 6.48120)
O (-1.53971, 1.33259, -6.25732)
P (-0.90128, 2.73989, -6.35458)
N (-1.61060, 3.25206, -4.87660)
C (-3.04720, 3.16531, -4.65332)
C (-0.90840, 2.70790, -3.69928)
N (-1.74751, 3.20810, -7.74559)
C (-2.94213, 4.03505, -7.77850)
C (-1.85697, 2.19090, -8.79690)
N (-0.16736, 4.35769, -6.46639)
C (1.29018, 4.25397, -6.55241)
C (-0.52452, 5.52998, -5.67346)
H (-3.31270, 3.58286, -3.67531)
H (-3.42155, 2.13675, -4.70083)
H (-3.60148, 3.77627, -5.35943)
H (0.04363, 3.23646, -3.57618)
H (-0.68829, 1.64126, -3.81838)
H (-1.46575, 2.84305, -2.76426)
H (-3.83035, 3.47773, -7.48161)
H (-3.11514, 4.42227, -8.79104)
H (-2.84997, 4.91920, -7.15303)
H (-2.67286, 1.48620, -8.58661)
H (-0.92594, 1.62207, -8.88157)
H (-2.03894, 2.64434, -9.77776)
H (1.72036, 3.96687, -5.58553)
H (1.74411, 5.19552, -6.87703)
H (1.57282, 3.49375, -7.28795)
H (-0.14153, 5.46947, -4.64798)
H (-1.60174, 5.69911, -5.62939)
H (-0.10366, 6.43449, -6.12855)
O (-2.32857, -3.17303, 1.20728)
P (-2.69556, -4.63255, 0.84304)
N (-2.27816, -4.41052, -0.80813)
C (-2.86289, -3.33848, -1.60187)
C (-0.81941, -4.42719, -1.02500)
N (-4.34790, -4.47585, 1.18277)
C (-5.40035, -4.24485, 0.20756)
C (-4.67911, -3.73961, 2.40759)
N (-3.11743, -6.31038, 0.42432)
C (-2.33747, -7.25092, 1.23032)
C (-3.29272, -6.85218, -0.91966)
H (-2.51189, -3.38922, -2.63897)
H (-2.62780, -2.34356, -1.20790)
H (-3.94082, -3.44072, -1.68368)
H (-0.45770, -5.45791, -0.93733)
H (-0.29380, -3.82136, -0.27865)
H (-0.52775, -4.07584, -2.02233)
H (-5.41910, -3.20961, -0.13242)
H (-6.38347, -4.47087, 0.64054)
H (-5.31663, -4.90200, -0.65418)
H (-4.65172, -2.65436, 2.24031)
H (-3.97111, -3.98137, 3.20625)
H (-5.67526, -4.00488, 2.77927)
H (-1.29248, -7.27796, 0.89923)
H (-2.75076, -8.26330, 1.18323)
H (-2.35153, -6.94970, 2.28288)
H (-2.33623, -7.00539, -1.43310)
H (-3.92531, -6.22479, -1.54987)
H (-3.79864, -7.82378, -0.87062)

[2]
DFT (the ωB97M-V functional and the def2-TZVPD basis) results for a 2-piece molecular cluster, C29H62NO6PS overall at a distorted geometry.

The LUMO energy is -0.1 eV. The electronic energy is -64978.965 eV. The strongest force on any atom is 3.7 eV Å⁻¹. The value obtained for the molecular weight is 583.857 g/mol. The structure (SMILES) is CCCCCCCCCCCCCCN(CCCCCCCCCC)C(=O)OP(O)(O)=S.COCCOC.

Geometry (Å):
C (2.67514, -1.72398, 4.12153)
C (2.01940, -0.35578, 4.01933)
C (2.60639, 0.59677, 2.94442)
C (3.49794, -0.05590, 1.88959)
C (4.07085, 1.01359, 0.93959)
C (4.26196, 0.55730, -0.50574)
C (3.06897, -0.20573, -1.09164)
C (2.69227, 0.24426, -2.51552)
C (2.22182, -0.91905, -3.39070)
C (0.89343, -1.48161, -2.88845)
C (-0.32308, -0.93860, -3.62796)
C (-1.68997, -1.38753, -3.05584)
C (-1.60797, -2.13397, -1.73636)
C (-2.94812, -2.78588, -1.33524)
N (-2.73229, -3.98529, -0.47548)
C (-3.73532, -4.12472, 0.59064)
C (-3.10892, -4.00892, 1.97090)
C (-2.50302, -2.63935, 2.24068)
C (-3.53452, -1.52709, 2.48800)
C (-3.07661, -0.55602, 3.56466)
C (-2.03449, 0.45502, 3.02957)
C (-2.07835, 1.81030, 3.74482)
C (-2.80604, 2.87337, 2.93892)
C (-2.63099, 4.27197, 3.51690)
C (-1.34246, 4.97578, 3.03680)
C (-2.60670, -5.13735, -1.27112)
O (-3.49764, -5.90666, -1.63952)
O (-1.28294, -5.35419, -1.73961)
P (-0.11865, -5.53931, -0.65595)
O (-0.84630, -6.12824, 0.64588)
O (0.43243, -4.08410, -0.27998)
S (1.26702, -6.68665, -1.32632)
H (2.22438, -2.25062, 4.96183)
H (3.73324, -1.66475, 4.34319)
H (2.48124, -2.33705, 3.24717)
H (0.94859, -0.43907, 3.86001)
H (2.15517, 0.13052, 4.98247)
H (3.19210, 1.38112, 3.41588)
H (1.77435, 1.06103, 2.41884)
H (4.33689, -0.52048, 2.40314)
H (2.98290, -0.85472, 1.36545)
H (3.42155, 1.88564, 0.96521)
H (5.04737, 1.29187, 1.32680)
H (4.38980, 1.45397, -1.10952)
H (5.17122, -0.02108, -0.64772)
H (3.25673, -1.27757, -1.09860)
H (2.18467, -0.06297, -0.47339)
H (3.54126, 0.72231, -2.99485)
H (1.85675, 0.93545, -2.44093)
H (2.17947, -0.60948, -4.43425)
H (2.96961, -1.71000, -3.35321)
H (0.90293, -2.56708, -2.94397)
H (0.80754, -1.24111, -1.83077)
H (-0.24127, -1.27712, -4.65875)
H (-0.24634, 0.14648, -3.66928)
H (-2.22962, -1.95674, -3.80728)
H (-2.27232, -0.48526, -2.87435)
H (-1.37896, -1.43348, -0.93648)
H (-0.86497, -2.91266, -1.73505)
H (-3.48494, -3.08283, -2.23620)
H (-3.51091, -2.05335, -0.77434)
H (-4.47514, -3.33437, 0.50461)
H (-4.28924, -5.05773, 0.54341)
H (-3.91416, -4.16670, 2.68828)
H (-2.38874, -4.79985, 2.14943)
H (-1.92617, -2.72288, 3.16289)
H (-1.79187, -2.34220, 1.47085)
H (-3.70721, -0.98438, 1.56127)
H (-4.47050, -1.97912, 2.81429)
H (-2.61866, -1.08700, 4.39646)
H (-3.91443, 0.01378, 3.96121)
H (-1.04510, 0.01041, 3.11150)
H (-2.23240, 0.58996, 1.96748)
H (-2.59680, 1.68129, 4.69316)
H (-1.06614, 2.14056, 3.96981)
H (-3.86747, 2.62408, 2.92064)
H (-2.46453, 2.86908, 1.90544)
H (-2.62972, 4.24024, 4.60287)
H (-3.47660, 4.88868, 3.22701)
H (-0.71369, 5.23416, 3.88197)
H (-0.75097, 4.32871, 2.39538)
H (-1.59093, 5.87364, 2.48460)
H (-0.33763, -5.87008, 1.41985)
H (0.28770, -3.86822, 0.64630)
C (2.19249, 6.23661, -4.81305)
O (1.08647, 5.42638, -5.17018)
C (1.44225, 4.08888, -5.47825)
C (1.21496, 3.15233, -4.31142)
O (2.04946, 3.45690, -3.20656)
C (1.40088, 4.22017, -2.20547)
H (1.80566, 7.12057, -4.30854)
H (2.87696, 5.71749, -4.13919)
H (2.73807, 6.55286, -5.70854)
H (2.48304, 4.03495, -5.81221)
H (0.80571, 3.76998, -6.30910)
H (1.46151, 2.13337, -4.62903)
H (0.16195, 3.16642, -4.01140)
H (0.76377, 3.57555, -1.58807)
H (0.79463, 5.02170, -2.63204)
H (2.17093, 4.66036, -1.57351)

E_HOMO readings, ordered: -4.4, -9.0 eV